The following is a quantum chemistry calculation of a structure of composition C16H34BrO6V in a non-equilibrium geometry, from OMol25.

Kohn-Sham gap (alpha / beta)   7.816 / 8.113 eV
HOMO energy (alpha / beta)   -0.274 / -0.285 Eh
Spin multiplicity   3
⟨S²⟩   2.016

Last column: Mulliken charge in e.
CARTESIAN COORDINATES (ANGSTROEM)
Br 2.35 0.49 -2.78  -0.63
V 0.78 0.06 -0.80  1.12
O -0.82 -0.60 -1.71  -0.25
O 1.57 -1.99 -0.99  -0.37
O -1.05 1.13 0.65  -0.19
O 2.02 0.65 0.56  -0.47
O 0.23 2.24 -1.35  -0.24
O 0.00 -1.33 1.05  0.39
C 3.18 -0.58 2.28  -0.71
C -1.65 -0.71 -2.79  -0.48
C -2.23 -1.90 1.55  -1.27
C -2.18 1.36 0.99  0.96
C -0.77 -1.71 1.89  0.90
C -1.29 0.19 -3.97  -0.95
C -3.29 1.43 -0.02  -1.15
C 2.56 0.73 1.81  -0.32
C 0.08 3.43 -1.26  0.95
C 2.22 -3.79 0.41  -0.64
C 1.18 4.30 -0.71  -1.30
C -2.56 1.54 2.44  -1.50
C -1.18 4.10 -1.76  -1.26
C -0.32 -2.06 3.29  -1.37
C 3.04 -3.50 -2.02  -1.41
C 2.24 -2.98 -0.86  0.77
H 3.31 1.54 1.84  0.30
H -2.79 -1.19 2.17  0.29
H -0.39 -0.15 -4.48  0.26
H 2.46 -1.38 2.15  -0.17
H -1.74 1.26 3.10  0.27
H -2.97 1.09 -1.00  -0.04
H -2.69 -0.44 -2.51  0.26
H 4.08 -0.83 1.72  0.30
H -1.09 1.20 -3.59  0.03
H 1.53 4.99 -1.47  0.37
H 1.61 -3.32 1.17  -0.33
H -1.72 -1.76 -3.15  0.30
H -2.14 0.26 -4.64  0.39
H 1.98 3.66 -0.35  0.25
H -2.79 2.59 2.65  0.44
H -3.46 0.97 2.66  0.41
H 2.53 -4.41 -2.38  0.34
H 3.42 -0.51 3.35  0.41
H -4.14 0.85 0.35  0.42
H -1.20 -2.20 3.92  0.45
H 3.22 -3.96 0.80  0.39
H 1.78 1.04 2.53  0.19
H 1.76 -4.75 0.16  0.37
H 3.11 -2.73 -2.78  0.26
H -1.94 3.40 -2.09  0.23
H -3.67 2.46 -0.07  0.38
H 0.23 -3.00 3.28  0.33
H 0.29 -1.24 3.67  0.27
H -0.95 4.75 -2.61  0.42
H 4.03 -3.82 -1.71  0.39
H -2.59 -2.90 1.79  0.49
H -2.40 -1.65 0.50  0.02
H 0.83 4.90 0.14  0.38
H -1.60 4.77 -1.00  0.36

The following is a quantum chemistry calculation of a cluster of 2 separate species, CH6O2 in total in a non-equilibrium geometry, from OMol25.

Kohn-Sham gap   11.052 eV
HOMO energy   -0.380 Eh
SMILES   CO.O
ΔE to the lowest compared entry with this formula, charge and spin   9.1 kcal per mole

Last column: Mulliken charge in e.
CARTESIAN COORDINATES (ANGSTROEM)
O 0.54 -1.69 -1.27  -0.68
O -0.46 0.70 -0.07  -0.48
C -0.20 1.26 1.29  -0.52
H 0.67 1.86 1.24  0.26
H -1.04 1.99 1.56  0.21
H 1.05 -2.35 -0.75  0.33
H -0.06 0.42 2.06  0.22
H 0.39 0.29 -0.22  0.32
H -0.39 -1.82 -0.89  0.35